A cluster of 2 separate species, C5H11N3O in total at a distorted geometry. Source: the OMol25 dataset; level of theory: wB97M-V/def2-TZVPD.

Its SMILES is [H]/N=C(\C)NN.C=CC=O. For the total energy, the calculation gives -436.49969 hartree. The calculation puts the energy relative to the best compared isomer or geometry (same formula, charge and spin) at 92.5 kcal per mole. The calculation puts the HOMO energy at -9.1 eV.

Geometry (Å):
H (-0.415, -2.546, 0.448)
N (-0.196, -1.715, 0.985)
C (-0.598, -0.624, 0.425)
C (-1.799, -0.485, -0.488)
N (-0.362, 0.583, 1.188)
N (0.273, 0.465, 2.450)
H (-2.714, -0.569, 0.100)
H (-1.810, 0.475, -1.003)
H (-1.785, -1.285, -1.225)
H (-1.140, 1.233, 1.238)
H (0.440, -0.541, 2.558)
H (1.183, 0.930, 2.353)
C (0.921, -0.101, -2.207)
C (1.193, -0.035, -0.902)
C (1.023, 1.380, -0.039)
O (1.903, 1.746, 0.710)
H (0.162, 0.522, -2.661)
H (1.378, -0.839, -2.850)
H (1.973, -0.648, -0.467)
H (0.368, 2.054, -0.613)

***

A structure of composition C4H6O2 at a distorted geometry. Source: the OMol25 dataset; level of theory: wB97M-V/def2-TZVPD.

For the total energy, the calculation gives -306.33332 hartree. The calculation puts the energy relative to the best compared isomer or geometry (same formula, charge and spin) at 108.5 kcal per mole. The calculation puts the HOMO energy at -9.6 eV.

Geometry (Å):
C (-0.548, 0.224, -1.380)
C (0.620, 0.662, -0.529)
O (0.256, 1.178, 0.743)
C (-0.145, 0.073, 1.497)
O (-0.685, -0.903, 0.603)
C (0.229, -0.771, -0.617)
H (-0.531, 0.336, -2.481)
H (-1.364, -0.110, -0.352)
H (1.594, 1.026, -0.859)
H (0.691, -0.438, 1.981)
H (-0.891, 0.403, 2.226)
H (0.774, -1.680, -0.832)

***

A cluster of 2 separate species, C2H4N4 in total at a distorted geometry. Source: the OMol25 dataset; level of theory: wB97M-V/def2-TZVPD.

For the total energy, the calculation gives -297.51596 hartree. The calculation puts the energy relative to the best compared isomer or geometry (same formula, charge and spin) at 80.5 kcal per mole. The calculation puts the HOMO energy at -9.2 eV.

Geometry (Å):
C (2.752, -1.294, 1.484)
C (-1.028, 1.021, 0.071)
N (-1.870, -0.761, -2.699)
N (-1.342, -0.200, -1.868)
N (-0.701, 0.525, -1.240)
N (1.701, -0.987, 1.780)
H (3.799, -1.645, 1.148)
H (-0.737, 2.045, 0.218)
H (-0.507, 0.432, 0.845)
H (-2.066, 0.864, 0.260)

***

A cluster of 11 separate species, C60H70Cl6N10 in total at a distorted geometry. Source: the OMol25 dataset; level of theory: wB97M-V/def2-TZVPD.

The total charge is +5. For the total energy, the calculation gives -5635.05994 hartree. The calculation puts the HOMO energy (alpha / beta) at -12.0 / -12.0 eV. Its spin multiplicity is 2.

Geometry (Å):
C (-7.261, -5.432, -4.081)
N (-8.675, -5.462, -4.409)
C (-9.383, -6.616, -4.410)
C (-10.738, -6.678, -4.652)
C (-11.505, -5.488, -4.854)
C (-10.734, -4.287, -4.927)
C (-9.336, -4.363, -4.795)
C (-13.047, -5.542, -4.866)
C (-13.710, -4.777, -5.852)
C (-15.042, -4.603, -5.759)
N (-15.782, -5.350, -4.951)
C (-15.198, -6.244, -4.100)
C (-13.816, -6.348, -3.989)
C (-17.251, -5.214, -5.019)
H (-6.897, -6.348, -3.615)
H (-7.199, -4.612, -3.366)
H (-6.752, -5.097, -4.984)
H (-8.711, -7.461, -4.383)
H (-11.118, -7.672, -4.468)
H (-11.219, -3.349, -5.153)
H (-8.769, -3.498, -5.107)
H (-13.069, -4.154, -6.458)
H (-15.495, -3.822, -6.352)
H (-15.964, -6.649, -3.456)
H (-13.239, -6.906, -3.267)
H (-17.508, -5.089, -6.070)
H (-17.508, -4.276, -4.527)
H (-17.684, -6.126, -4.607)
C (6.373, 0.677, -2.822)
N (6.026, 1.491, -1.667)
C (5.914, 0.906, -0.409)
C (5.731, 1.720, 0.739)
C (5.665, 3.132, 0.643)
C (5.781, 3.621, -0.703)
C (5.884, 2.847, -1.814)
C (5.620, 3.857, 1.889)
C (6.290, 5.138, 1.939)
C (6.419, 5.830, 3.119)
N (5.658, 5.429, 4.177)
C (4.988, 4.280, 4.169)
C (5.004, 3.403, 3.030)
C (5.697, 6.284, 5.426)
H (5.527, -0.010, -2.834)
H (7.316, 0.137, -2.743)
H (6.341, 1.171, -3.793)
H (6.062, -0.161, -0.329)
H (5.793, 1.264, 1.716)
H (5.976, 4.660, -0.924)
H (6.164, 3.331, -2.739)
H (6.863, 5.586, 1.140)
H (7.052, 6.680, 3.326)
H (4.547, 4.050, 5.128)
H (4.571, 2.429, 3.207)
H (6.329, 5.792, 6.165)
H (4.710, 6.381, 5.877)
H (6.168, 7.252, 5.257)
C (10.000, -5.494, 8.532)
N (9.237, -5.194, 7.304)
C (8.666, -4.015, 7.142)
C (7.890, -3.682, 5.962)
C (7.866, -4.715, 4.936)
C (8.571, -5.907, 5.189)
C (9.107, -6.167, 6.435)
C (7.148, -4.503, 3.664)
C (7.099, -3.191, 3.120)
C (6.447, -3.061, 1.902)
N (5.690, -4.019, 1.321)
C (5.749, -5.245, 1.868)
C (6.376, -5.474, 3.083)
C (5.290, -3.772, -0.055)
H (9.817, -6.517, 8.859)
H (9.631, -4.965, 9.411)
H (11.069, -5.320, 8.410)
H (8.780, -3.235, 7.881)
H (7.441, -2.699, 5.948)
H (8.685, -6.573, 4.346)
H (9.705, -7.058, 6.554)
H (7.593, -2.344, 3.572)
H (6.429, -2.124, 1.366)
H (5.168, -5.992, 1.348)
H (6.447, -6.495, 3.427)
H (4.772, -2.817, -0.144)
H (4.569, -4.489, -0.447)
H (6.183, -3.705, -0.675)
C (2.876, -0.694, -0.982)
N (1.512, -0.871, -1.587)
C (0.834, 0.242, -1.990)
C (-0.549, 0.256, -2.324)
C (-1.203, -0.961, -2.206)
C (-0.572, -2.153, -1.691)
C (0.790, -1.986, -1.355)
C (-2.574, -0.931, -2.513)
C (-3.480, -0.027, -1.855)
C (-4.903, -0.173, -1.844)
N (-5.391, -1.055, -2.724)
C (-4.579, -1.829, -3.531)
C (-3.188, -1.877, -3.368)
C (-6.855, -1.251, -2.671)
H (2.910, 0.355, -0.689)
H (3.647, -0.894, -1.726)
H (2.908, -1.308, -0.082)
H (1.516, 1.078, -2.041)
H (-1.025, 1.150, -2.698)
H (-1.123, -2.983, -1.274)
H (1.423, -2.711, -0.865)
H (-3.073, 0.680, -1.147)
H (-5.682, 0.234, -1.216)
H (-5.130, -2.404, -4.259)
H (-2.719, -2.562, -4.059)
H (-7.361, -0.462, -3.228)
H (-7.262, -1.164, -1.664)
H (-7.111, -2.246, -3.036)
C (0.880, 11.837, 4.454)
N (0.853, 10.609, 3.612)
C (1.156, 10.756, 2.332)
C (1.145, 9.634, 1.520)
C (0.825, 8.349, 1.984)
C (0.527, 8.287, 3.372)
C (0.423, 9.449, 4.186)
C (1.040, 7.105, 1.138)
C (0.429, 6.970, -0.097)
C (0.594, 5.778, -0.832)
N (1.412, 4.769, -0.389)
C (2.129, 4.854, 0.801)
C (1.911, 6.026, 1.536)
C (1.430, 3.431, -1.060)
H (1.029, 12.670, 3.767)
H (1.792, 11.901, 5.047)
H (0.070, 11.796, 5.183)
H (1.470, 11.760, 2.090)
H (1.300, 9.891, 0.482)
H (0.319, 7.352, 3.870)
H (0.271, 9.395, 5.254)
H (-0.075, 7.749, -0.650)
H (0.020, 5.618, -1.732)
H (2.825, 4.071, 1.062)
H (2.401, 6.245, 2.473)
H (0.550, 2.943, -0.642)
H (2.260, 2.825, -0.698)
H (1.422, 3.615, -2.134)
Cl (2.089, 1.083, 1.770)
Cl (2.376, -3.283, 1.781)
Cl (-7.849, 2.222, -1.655)
Cl (-5.965, -2.567, -6.954)
Cl (3.221, 1.908, -4.157)
Cl (-2.198, -5.445, -2.044)

***

A structure of composition C23H31N9OPSm at a distorted geometry. Source: the OMol25 dataset; level of theory: wB97M-V/def2-TZVPD.

The total charge is +2. For the total energy, the calculation gives -2461.82857 hartree. The calculation puts the energy relative to the best compared isomer or geometry (same formula, charge and spin) at 63.4 kcal per mole. The calculation puts the HOMO energy (alpha / beta) at -11.4 / -11.6 eV. Its spin multiplicity is 6.

Geometry (Å):
Sm (0.000, 0.000, 0.000)
C (3.506, -2.960, -2.798)
N (2.388, -2.055, -2.701)
C (1.469, -1.849, -3.695)
C (0.646, -0.860, -3.218)
N (1.048, -0.462, -1.974)
C (2.086, -1.210, -1.653)
P (3.060, -1.088, -0.118)
C (2.920, 0.661, 0.311)
N (1.798, 1.335, 0.431)
C (2.139, 2.616, 0.762)
C (3.503, 2.743, 0.849)
N (3.989, 1.496, 0.561)
C (5.389, 1.149, 0.532)
C (1.934, -1.900, 1.062)
N (0.859, -1.367, 1.610)
C (0.339, -2.306, 2.456)
C (1.124, -3.431, 2.465)
N (2.140, -3.160, 1.588)
C (3.255, -4.039, 1.336)
H (3.514, -3.427, -3.787)
H (3.400, -3.731, -2.033)
H (4.431, -2.395, -2.660)
H (1.479, -2.391, -4.630)
H (-0.206, -0.404, -3.703)
H (1.383, 3.374, 0.917)
H (4.137, 3.585, 1.083)
H (5.989, 2.030, 0.775)
H (5.643, 0.801, -0.472)
H (5.572, 0.369, 1.275)
H (-0.563, -2.113, 3.020)
H (1.048, -4.360, 3.011)
H (3.172, -4.927, 1.969)
H (4.182, -3.513, 1.577)
H (3.236, -4.337, 0.286)
N (-1.295, -0.528, 1.919)
H (-0.750, -0.315, 2.784)
H (-1.542, -1.542, 1.912)
H (-2.173, 0.038, 1.921)
C (-6.104, -1.818, -2.293)
N (-5.127, -2.094, -1.227)
N (-4.496, -0.929, -0.695)
C (-3.111, -1.129, -0.672)
O (-2.205, -0.426, -0.254)
C (-2.873, -2.484, -1.211)
C (-4.081, -2.983, -1.505)
C (-4.328, -4.330, -2.097)
C (-5.200, 0.033, 0.071)
C (-4.612, 1.267, 0.379)
C (-5.306, 2.232, 1.116)
C (-6.596, 1.970, 1.569)
C (-7.190, 0.743, 1.288)
C (-6.497, -0.217, 0.545)
H (-6.859, -1.089, -1.984)
H (-6.640, -2.735, -2.560)
H (-5.605, -1.431, -3.188)
H (-1.900, -2.923, -1.318)
H (-3.403, -4.913, -2.167)
H (-4.742, -4.242, -3.106)
H (-5.033, -4.895, -1.479)
H (-3.612, 1.511, 0.030)
H (-4.834, 3.187, 1.334)
H (-7.133, 2.719, 2.147)
H (-8.190, 0.527, 1.655)
H (-6.972, -1.179, 0.373)
H (-1.434, 0.491, -1.478)

***

A cluster of 2 separate species, C2H2ClN2O2 in total at a distorted geometry. Source: the OMol25 dataset; level of theory: wB97M-V/def2-TZVPD.

The total charge is +1. For the total energy, the calculation gives -797.09265 hartree. The calculation puts the energy relative to the best compared isomer or geometry (same formula, charge and spin) at 67.3 kcal per mole. The calculation puts the HOMO energy (alpha / beta) at -15.0 / -15.5 eV.

Geometry (Å):
C (0.516, 0.547, 0.530)
C (1.487, 0.280, -0.519)
N (-0.123, -1.163, -0.549)
N (-0.431, -0.358, 0.466)
O (2.326, 1.039, -0.893)
O (1.039, -0.783, -1.204)
Cl (-0.489, 2.785, 3.698)
H (0.673, 1.476, 1.185)
H (-0.397, -2.121, -0.669)